# 1
{"formula": "C24H26N6O3", "method": "wB97M-V/def2-TZVPD", "elements": ["C", "C", "C", "H", "H", "C", "N", "C", "O", "C", "N", "C", "C", "C", "C", "C", "C", "N", "N", "H", "H", "H", "H", "H", "H", "C", "C", "C", "C", "N", "C", "C", "H", "H", "H", "H", "H", "C", "O", "N", "H", "C", "C", "C", "C", "C", "O", "H", "H", "H", "H", "H", "H", "H", "H", "H", "H", "H", "H"], "xyz": [[-3.8137, 1.4497, 4.7816], [-3.5551, 1.4401, 3.2802], [-2.2110, 0.7984, 2.9454], [-1.4116, 1.3452, 3.4525], [-2.1959, -0.2292, 3.3164], [-1.9581, 0.8077, 1.4355], [-0.6748, 0.2151, 1.0965], [0.4656, 0.8948, 0.9101], [1.5189, 0.3580, 0.5934], [0.4114, 2.4243, 1.0112], [-0.1969, 2.9322, -0.1847], [0.2032, 2.7672, -1.4765], [1.3028, 2.1703, -2.0818], [1.3329, 2.2066, -3.4569], [0.3174, 2.8160, -4.2105], [-0.7699, 3.4131, -3.6194], [-0.8287, 3.3852, -2.2259], [-1.7527, 3.8549, -1.3412], [-1.3741, 3.5773, -0.1651], [-1.5516, 3.8842, -4.1920], [0.4017, 2.8115, -5.2870], [2.1656, 1.7567, -3.9770], [2.0805, 1.6990, -1.5022], [-0.1614, 2.7844, 1.8657], [1.4449, 2.7788, 1.0820], [-0.6742, -1.2380, 0.9094], [0.5011, -1.9230, 1.5682], [1.1368, -3.0109, 0.9822], [2.1789, -3.6174, 1.6672], [2.6024, -3.2253, 2.8547], [1.9861, -2.2014, 3.4186], [0.9323, -1.5240, 2.8293], [0.4648, -0.6946, 3.3381], [2.3548, -1.9124, 4.3942], [2.7022, -4.4623, 1.2394], [0.8329, -3.3854, 0.0177], [-1.5854, -1.6214, 1.3834], [-0.8109, -1.5539, -0.5971], [-1.8175, -2.0589, -1.0470], [0.2458, -1.1722, -1.3289], [1.0569, -0.7885, -0.8547], [0.3433, -1.4346, -2.7505], [1.5707, -2.2282, -3.0493], [2.6754, -1.9458, -3.7971], [3.5310, -3.0691, -3.6815], [2.8858, -3.9441, -2.8661], [1.7006, -3.4463, -2.4794], [3.1529, -4.9152, -2.4999], [4.4895, -3.1991, -4.1397], [2.8539, -1.0561, -4.3649], [-0.5609, -1.9876, -3.0263], [0.3779, -0.4923, -3.3072], [-2.7332, 0.2284, 0.9266], [-2.0251, 1.8293, 1.0600], [-4.3514, 0.8884, 2.7769], [-3.5697, 2.4634, 2.8996], [-3.8217, 0.4358, 5.1757], [-3.0408, 2.0126, 5.3003], [-4.7746, 1.9088, 4.9981]], "homo_ev": -8.75, "lumo_ev": 0.31, "orbital_gap_ev": 9.05, "charge": 0, "smiles": "CCCCN(C(=O)Cn1nnc2ccccc21)[C@@H](C(=O)NCc1ccco1)c1ccncc1"}

# 2
{"formula": "C24H26NO2", "method": "wB97M-V/def2-TZVPD", "elements": ["C", "O", "C", "C", "C", "C", "C", "C", "C", "C", "C", "C", "C", "C", "C", "C", "C", "C", "C", "C", "C", "H", "H", "H", "H", "H", "H", "H", "H", "H", "H", "H", "H", "H", "H", "H", "C", "C", "C", "C", "O", "N", "H", "H", "H", "H", "H", "H", "H", "H", "H", "H", "H"], "xyz": [[5.8964, -0.3902, 0.3532], [5.1654, 0.5565, 1.1641], [3.8851, 0.2483, 1.4981], [3.1579, 1.2362, 2.2085], [1.8055, 1.0762, 2.4084], [1.1107, -0.0502, 1.8967], [-0.3226, -0.0819, 1.8472], [-1.1389, -1.2754, 1.7390], [-2.4791, -0.8729, 1.4136], [-3.4612, -1.8154, 1.1399], [-3.1309, -3.1749, 1.2161], [-1.8386, -3.5738, 1.6036], [-0.8397, -2.6305, 1.8711], [-2.5059, 0.5804, 1.3341], [-1.1724, 1.0642, 1.5823], [-0.8846, 2.4168, 1.4121], [-1.9222, 3.2865, 1.0696], [-3.2292, 2.8151, 0.8570], [-3.5255, 1.4520, 0.9845], [1.8790, -1.0880, 1.3151], [3.2417, -0.9568, 1.1203], [6.8631, 0.0901, 0.2108], [6.0128, -1.3503, 0.8759], [5.4021, -0.5544, -0.6148], [3.6842, 2.1329, 2.5270], [1.2499, 1.8244, 2.9699], [-4.4584, -1.4698, 0.8702], [-3.8845, -3.9351, 0.9953], [-1.5909, -4.6338, 1.6840], [0.1536, -2.9418, 2.1916], [0.1341, 2.7760, 1.5332], [-1.7045, 4.3471, 0.9430], [-4.0234, 3.5148, 0.5852], [-4.5255, 1.0477, 0.8235], [1.3910, -1.9902, 0.9583], [3.7987, -1.7557, 0.6256], [-3.5297, 1.8959, 5.1977], [-2.7852, 1.0059, 6.1900], [-2.2258, -0.2757, 5.5862], [-1.7809, -1.2982, 6.6331], [-1.1141, -2.3270, 5.9223], [-1.0535, 0.0076, 4.7934], [-3.8768, 2.7925, 5.7191], [-2.8998, 2.2214, 4.3608], [-4.4036, 1.3726, 4.7899], [-1.9472, 1.5481, 6.6478], [-3.4654, 0.7121, 7.0003], [-3.0291, -0.7500, 4.9807], [-1.0881, -0.8073, 7.3323], [-2.6636, -1.6951, 7.1569], [-0.9482, -3.0661, 6.5261], [-1.2422, 0.6508, 4.0307], [-0.6204, -0.8606, 4.4735]], "homo_ev": -11.35, "lumo_ev": -5.65, "orbital_gap_ev": 5.70, "charge": 1}

# 3
{"formula": "C24H26OPRu", "method": "wB97M-V/def2-TZVPD", "elements": ["Ru", "C", "C", "C", "C", "C", "C", "P", "C", "C", "C", "C", "C", "C", "C", "C", "C", "C", "C", "C", "H", "H", "H", "H", "H", "H", "H", "H", "H", "H", "H", "H", "H", "H", "C", "C", "O", "H", "H", "H", "C", "C", "C", "C", "H", "H", "H", "H", "H", "H", "H", "H", "H"], "xyz": [[-1.7218, -0.2403, -0.3284], [-4.3265, 0.8998, -3.4446], [-4.6682, 1.1171, -2.1188], [-3.7073, 1.5535, -1.2111], [-2.3800, 1.7546, -1.6285], [-2.0472, 1.4938, -2.9708], [-3.0151, 1.0910, -3.8717], [-1.0188, 2.3929, -0.5519], [-0.9569, 4.1688, -0.9319], [-2.1143, 4.8957, -1.2089], [-2.0303, 6.2562, -1.4547], [-0.7965, 6.8945, -1.4212], [0.3556, 6.1742, -1.1450], [0.2785, 4.8098, -0.9049], [-1.7801, 2.2284, 1.0890], [-2.0700, 3.2313, 1.9996], [-2.5854, 2.8776, 3.2445], [-2.7965, 1.5457, 3.5700], [-2.4918, 0.5356, 2.6582], [-1.9993, 0.8795, 1.4107], [-5.0808, 0.5778, -4.1504], [-5.6884, 0.9716, -1.7889], [-3.9928, 1.7790, -0.1910], [-1.0231, 1.6376, -3.2982], [-2.7524, 0.9176, -4.9067], [-3.0777, 4.4005, -1.2337], [-2.9277, 6.8199, -1.6729], [-0.7352, 7.9569, -1.6157], [1.3156, 6.6720, -1.1222], [1.1783, 4.2425, -0.6998], [-1.8923, 4.2702, 1.7483], [-2.8154, 3.6492, 3.9672], [-3.1913, 1.2862, 4.5435], [-2.6413, -0.5029, 2.9307], [1.1498, -0.5394, 0.8855], [-0.2508, -1.0451, 0.8312], [-0.7520, -1.9374, 1.4384], [1.7915, -1.2707, 1.3747], [1.1281, 0.3857, 1.4665], [1.5112, -0.2993, -0.1121], [-2.5039, -3.1802, -3.2318], [-2.5477, -2.1640, -2.0825], [-3.4011, -2.6917, -0.9231], [-1.1332, -1.8308, -1.6223], [-3.5141, -3.3879, -3.5875], [-2.0584, -4.1163, -2.8917], [-1.9148, -2.8043, -4.0683], [-3.0234, -1.2586, -2.4845], [-2.9420, -3.5762, -0.4792], [-4.4028, -2.9524, -1.2644], [-3.5292, -1.9556, -0.1131], [-0.5183, -1.3608, -2.3963], [-0.6225, -2.6832, -1.1797]], "s_squared": 6.020, "homo_ev": [-11.37, -11.58], "lumo_ev": [-2.73, -4.88], "orbital_gap_ev": [8.64, 6.69], "multiplicity": 5, "charge": 1}

# 4
{"formula": "C24H27Cl6N3O6", "method": "wB97M-V/def2-TZVPD", "elements": ["Cl", "C", "C", "Cl", "H", "H", "H", "H", "Cl", "C", "C", "Cl", "H", "H", "H", "H", "Cl", "C", "C", "Cl", "H", "H", "H", "H", "C", "C", "C", "C", "C", "C", "N", "O", "O", "H", "H", "H", "H", "H", "C", "C", "C", "C", "C", "C", "N", "O", "O", "H", "H", "H", "H", "H", "C", "C", "C", "C", "C", "C", "N", "O", "O", "H", "H", "H", "H", "H"], "xyz": [[-14.6123, 13.7603, 15.7305], [-13.6655, 14.0044, 14.1460], [-12.1571, 14.0148, 14.6097], [-11.5939, 12.4528, 15.3254], [-14.0560, 14.9322, 13.7280], [-14.0275, 13.1978, 13.5086], [-11.9153, 14.7831, 15.3441], [-11.5434, 14.3534, 13.7750], [-15.4359, 10.4339, 17.2074], [-14.3940, 9.3058, 16.3309], [-14.3171, 9.8070, 14.9307], [-12.9967, 8.8897, 13.9963], [-14.9217, 8.3521, 16.3429], [-13.4619, 9.3215, 16.8957], [-14.1175, 10.8733, 14.8246], [-15.1914, 9.4145, 14.4114], [-8.9200, 10.0124, 20.0275], [-9.2402, 11.6525, 19.6804], [-10.3483, 11.8542, 18.5831], [-12.0026, 11.1949, 18.9064], [-8.3319, 12.1256, 19.3072], [-9.5361, 12.1337, 20.6126], [-10.0137, 11.5625, 17.5876], [-10.4963, 12.9276, 18.4646], [-12.1961, 21.3545, 11.9578], [-11.7388, 21.1202, 13.2479], [-11.3151, 19.8748, 13.7080], [-11.1346, 18.8596, 12.7839], [-11.4998, 19.1096, 11.4290], [-12.0845, 20.4034, 10.9902], [-10.6916, 17.5364, 13.2126], [-10.8703, 16.5967, 12.4580], [-10.5288, 17.3442, 14.4105], [-12.7565, 22.2573, 11.7645], [-11.8352, 21.9205, 13.9667], [-11.2703, 19.6357, 14.7602], [-11.5171, 18.3493, 10.6622], [-12.6909, 20.4344, 10.0970], [-19.0549, 12.4222, 14.5481], [-19.4120, 12.8376, 13.2598], [-18.5368, 12.7346, 12.1936], [-17.1925, 12.3792, 12.3479], [-16.8702, 11.9418, 13.6717], [-17.8209, 11.8156, 14.7132], [-16.2595, 12.3647, 11.2829], [-16.7322, 12.6852, 10.2139], [-15.0783, 12.0335, 11.3994], [-19.7374, 12.4969, 15.3818], [-20.4336, 13.1266, 13.0619], [-18.8916, 13.2264, 11.3000], [-15.8491, 11.6124, 13.7952], [-17.4624, 11.3588, 15.6237], [-15.6039, 16.6979, 11.5228], [-14.5644, 17.5210, 11.8896], [-14.4642, 18.0175, 13.2178], [-15.2925, 17.4553, 14.2030], [-16.4344, 16.7595, 13.8096], [-16.5434, 16.3604, 12.4893], [-14.9580, 17.7403, 15.5767], [-14.1475, 18.6975, 15.8334], [-15.5295, 17.1396, 16.4541], [-15.7918, 16.2306, 10.5674], [-13.9304, 17.8518, 11.0803], [-13.4877, 18.4426, 13.3966], [-17.0602, 16.3591, 14.5935], [-17.2180, 15.5582, 12.2291]], "homo_ev": -10.06, "lumo_ev": -1.10, "orbital_gap_ev": 8.96, "charge": 0, "smiles": "O=[N+]([O-])c1ccccc1.O=[N+]([O-])c1ccccc1.O=[N+]([O-])c1ccccc1.ClCCCl.ClCCCl.ClCCCl"}

These records have max |F| values of 1.32, 1.56, 0.16, 4.79 eV/Å, in the order they appear.
These records have calculated total energy values of -40392.8756, -30888.0547, -39218.0495, -117205.9113 eV, in the order they appear.